ORCA calculation (the ωB97M-V functional and the def2-TZVPD basis) on C31H33F3GeIrN7Se as an isolated structure.

The geometry in XYZ format:
```
77
Properties=species:S:1:pos:R:3:forces:R:3:lowdin_charge:R:1
Ir 0.0933 -0.1765 -0.1695 0.193 -0.087 0.120 1.276
Se -3.7457 -2.9371 -0.8293 -0.137 -0.072 0.011 0.589
Ge 3.7965 0.0887 -2.0642 -0.158 -0.015 -0.060 0.814
F -2.4042 3.0393 -6.2800 0.024 0.009 -0.032 0.163
F -0.3494 3.6852 -6.0700 -0.013 0.007 -0.053 0.157
F -0.7962 1.7882 -7.0198 -0.019 0.058 -0.014 0.156
N -1.0284 -1.8395 -0.8766 -0.117 -0.026 0.090 -0.129
N -1.1575 2.3193 1.1645 -0.001 0.033 0.177 -0.075
N 1.2867 -2.4772 1.4167 -0.275 -0.084 -0.023 -0.067
N -0.8878 0.7849 -2.1830 0.110 0.151 0.035 -0.032
N -0.8158 -0.4520 1.8317 -0.065 -0.240 -0.263 0.022
N -0.0264 1.9147 0.5423 -0.309 0.005 -0.099 -0.093
N 1.6908 -1.4568 0.6314 -0.072 -0.020 -0.118 -0.051
C 0.7451 2.9877 0.4384 0.150 0.023 0.016 -0.120
C 0.8853 -3.1491 3.6692 0.092 -0.094 0.021 0.033
C -1.0844 3.6374 1.4672 -0.040 -0.045 -0.055 -0.035
C -0.6918 -2.0906 5.1190 -0.001 -0.010 0.058 -0.015
C 2.7296 -1.5428 -1.6816 -0.038 0.118 0.240 -0.231
C -0.4454 -1.3205 2.8171 -0.102 0.263 -0.049 -0.198
C -1.0238 -1.2296 4.1031 -0.040 0.015 -0.041 0.010
C 2.7797 -1.9865 -0.2042 0.180 0.026 -0.137 -0.383
C 3.9543 1.0772 -0.3771 0.032 -0.010 -0.022 -0.213
C 2.7761 1.1982 -3.3136 0.014 0.005 0.064 -0.208
C -2.1232 -2.2841 -0.8534 0.332 0.166 0.020 -0.963
C 1.8725 -3.6901 1.0257 -0.012 -0.073 0.157 -0.034
C -1.0782 1.9451 -4.6837 0.010 -0.030 0.010 -0.092
C 0.1227 4.1041 1.0097 0.057 0.025 0.008 -0.023
C -2.0821 0.1258 1.8350 -0.092 0.069 0.167 -0.241
C -0.6933 0.0642 -3.2878 -0.082 -0.152 0.032 -0.134
C -4.4941 -0.0837 1.9869 -0.062 0.055 -0.030 -0.017
C -3.5392 1.9757 1.2604 -0.036 0.141 -0.009 0.028
C 0.2638 -3.0841 4.9140 0.004 -0.035 0.035 -0.237
C -1.1572 2.6146 -6.0335 0.001 -0.042 0.048 -0.592
C -1.2204 2.0737 -2.3163 -0.013 0.023 -0.024 -0.111
C -6.0497 1.7749 1.2943 0.045 0.003 0.015 -0.032
C -1.3243 2.6961 -3.5440 -0.048 0.021 0.023 0.030
C -2.2683 1.4524 1.4069 0.159 0.006 -0.052 -0.126
C 2.7521 -3.4628 0.0579 -0.013 0.124 -0.073 0.014
C -3.2320 -0.6200 2.1290 0.151 -0.095 -0.036 -0.022
C 0.6605 -4.0191 6.0190 0.007 0.042 -0.024 -0.029
C 5.5366 -0.3843 -2.8020 0.009 0.041 0.061 -0.212
C -0.7757 0.6037 -4.5617 -0.040 -0.002 -0.029 0.031
C 0.5625 -2.2994 2.6251 0.202 -0.005 -0.062 -0.095
C -4.6747 1.2223 1.5403 -0.025 -0.056 0.007 -0.243
H 1.6971 -1.3140 -1.9484 -0.145 -0.137 -0.021 0.013
H 1.6756 -3.8758 3.5279 -0.043 0.017 0.010 0.121
H -6.0739 2.8597 1.3987 0.006 -0.033 0.002 0.083
H 6.0759 -1.0630 -2.1387 -0.013 0.032 -0.036 0.022
H -0.6082 -0.0136 -5.4331 0.019 0.001 0.041 0.132
H 1.4683 -3.5839 6.6130 -0.019 -0.005 -0.016 0.097
H 1.7922 1.4257 -2.8907 0.067 0.005 -0.052 -0.008
H 3.3801 -4.1875 -0.4383 -0.088 0.048 0.035 0.124
H 4.3466 2.0777 -0.5705 -0.021 -0.024 0.020 0.029
H -5.3595 -0.7031 2.1881 0.034 -0.007 -0.006 0.128
H 0.5134 5.1043 1.0964 -0.031 -0.075 -0.009 0.110
H 6.1388 0.5161 -2.9362 0.003 -0.063 -0.011 0.025
H 3.7062 -1.5920 0.2482 0.080 -0.041 -0.008 0.136
H 1.7189 2.9129 -0.0227 -0.117 0.012 0.000 0.103
H 5.4173 -0.8677 -3.7727 0.012 0.013 0.039 0.024
H 3.0226 -2.3743 -2.3239 0.122 0.037 0.002 0.078
H -1.7404 -0.4396 4.2798 -0.004 -0.014 0.000 0.125
H 4.6257 0.5867 0.3300 -0.041 0.031 -0.012 0.026
H -1.1625 -1.9874 6.0896 0.009 -0.003 -0.046 0.127
H -3.1142 -1.6600 2.4040 -0.011 0.014 -0.006 0.124
H 2.9717 1.1704 0.0958 0.101 -0.052 0.024 -0.021
H -6.7757 1.3422 1.9813 0.013 0.015 -0.001 0.086
H -6.3707 1.5287 0.2798 -0.011 0.011 0.006 0.095
H -0.4824 -0.9899 -3.1394 0.025 0.088 0.009 0.096
H -0.1769 -4.2062 6.6900 0.015 -0.001 -0.009 0.087
H 1.5724 -4.6147 1.4924 -0.026 0.095 -0.021 0.133
H 3.2981 2.1393 -3.4967 -0.030 -0.036 -0.017 0.028
H -3.6512 2.9962 0.9105 0.006 -0.044 -0.012 0.125
H -1.4173 2.6269 -1.4059 0.079 -0.030 -0.029 0.099
H 1.0132 -4.9722 5.6278 -0.001 0.005 0.000 0.085
H 2.6363 0.6924 -4.2702 -0.021 0.020 0.021 0.027
H -1.5916 3.7432 -3.6100 0.017 -0.044 0.013 0.135
H -1.8848 4.1352 1.9906 0.050 -0.067 -0.015 0.136
```
Positions in Å, forces in eV/Å.

total charge: +1
spin multiplicity: 6
lowest unoccupied orbital energy (alpha / beta): -2.35 / -4.88 eV
⟨S²⟩: 8.801
gap between HOMO and LUMO (alpha / beta): 0.27315 / 0.18663 Eh